DFT (ωB97M-V/def2-TZVPD) results for C5H7N3 in the gas phase.

Values from the calculation:
Kohn-Sham gap: 0.327 Ha
molar mass: 109.13 Da
SMILES: C/N=c1\nc1/C=N/C
HOMO level: -8.8 eV
ΔE to the lowest compared entry with this formula, charge and spin: 476.8 kJ/mol

Geometry as ORCA input:
```
! wB97M-V def2-TZVPD RIJCOSX def2/J DEFGRID3
* xyz 0 1
C 0.784 -1.053 3.336
N 0.359 -0.393 2.164
C 0.661 -0.737 1.022
N 1.391 -1.782 0.208
C 0.643 -0.876 -0.326
C 0.126 -0.127 -1.572
N -0.700 0.740 -1.242
C -1.399 1.615 -2.214
H -0.100 -1.346 3.823
H 1.288 -0.413 4.030
H 1.449 -1.869 3.318
H 0.285 -0.437 -2.576
H -2.372 1.263 -2.371
H -0.860 1.565 -3.102
H -1.338 2.689 -1.958
*
```

DFT (ωB97M-V/def2-TZVPD) results for C2H3N3O in the gas phase.

Values from the calculation:
Kohn-Sham gap: 0.339 Ha
molar mass: 85.07 Da
SMILES: Nc1cnno1
HOMO level: -8.7 eV
ΔE to the lowest compared entry with this formula, charge and spin: 331.5 kJ/mol

Geometry as ORCA input:
```
! wB97M-V def2-TZVPD RIJCOSX def2/J DEFGRID3
* xyz 0 1
N 1.460 -0.229 -0.102
C 0.104 -0.216 -0.035
C -0.784 0.854 -0.082
N -2.047 0.313 0.003
N -1.858 -1.001 -0.109
O -0.499 -1.444 -0.008
H 2.179 -0.973 0.369
H 1.945 0.716 -0.255
H -0.499 1.980 0.219
*
```

DFT (ωB97M-V/def2-TZVPD) results for a molecular structure, C31H35BrCoN5O3S2.

Values from the calculation:
expectation value of S²: 3.76
Kohn-Sham gap (spin up / spin down): 0.268 / 0.268 Ha
molar mass: 728.62 Da
HOMO level (spin up / spin down): -4.8 / -4.8 eV
ΔE to the lowest compared entry with this formula, charge and spin: 10.4 kJ/mol

Geometry as ORCA input:
```
! wB97M-V def2-TZVPD RIJCOSX def2/J DEFGRID3
* xyz -1 4
Co 0.262 -1.761 -0.403
C 1.442 2.789 5.880
C 2.397 3.028 4.702
C 3.826 3.051 5.245
C 2.099 4.403 4.088
C 2.196 1.939 3.651
C 0.954 1.788 3.040
C 0.766 0.809 2.093
Br -0.956 0.630 1.308
C 1.771 -0.092 1.668
O 1.545 -0.979 0.753
C 3.029 0.049 2.306
C 3.191 1.054 3.259
C 4.262 -0.825 2.010
C 4.048 -1.970 1.014
C 4.752 -1.464 3.320
C 5.375 0.070 1.443
H 1.564 3.567 6.638
H 1.639 1.820 6.342
H 0.402 2.796 5.552
H 3.923 3.849 5.985
H 4.553 3.237 4.452
H 4.086 2.109 5.732
H 2.241 5.193 4.831
H 1.073 4.462 3.725
H 2.763 4.597 3.244
H 0.121 2.430 3.295
H 4.166 1.146 3.718
H 3.278 -2.664 1.349
H 4.993 -2.516 0.924
H 3.758 -1.613 0.029
H 3.973 -2.097 3.749
H 5.031 -0.721 4.069
H 5.629 -2.087 3.124
H 5.049 0.534 0.511
H 6.267 -0.527 1.235
H 5.653 0.864 2.137
S 0.741 -5.459 -3.228
C 0.934 -4.099 -2.330
N 1.008 -3.170 -1.632
O 0.703 0.270 -2.191
C -0.477 0.025 -2.352
N -1.330 0.653 -3.223
C -2.676 0.153 -3.100
C -2.425 -1.003 -2.083
O -3.299 -1.805 -1.760
N -1.156 -0.972 -1.673
C -3.222 -0.417 -4.410
C -4.475 -1.025 -4.444
C -4.977 -1.536 -5.629
C -4.240 -1.444 -6.802
C -2.991 -0.847 -6.774
C -2.485 -0.341 -5.583
C -3.639 1.201 -2.534
C -3.481 2.540 -2.875
C -4.361 3.505 -2.407
C -5.416 3.145 -1.584
C -5.577 1.814 -1.232
C -4.700 0.848 -1.704
H -1.056 1.501 -3.681
H -5.052 -1.114 -3.535
H -5.949 -2.012 -5.634
H -4.635 -1.843 -7.728
H -2.398 -0.781 -7.677
H -1.494 0.093 -5.569
H -2.664 2.852 -3.512
H -4.214 4.541 -2.684
H -6.100 3.897 -1.211
H -6.386 1.520 -0.576
H -4.815 -0.183 -1.400
N -0.492 -5.594 0.043
C -1.155 -4.426 -0.065
N -1.921 -4.251 -1.132
S -1.024 -3.246 1.164
H -0.261 -6.091 -0.812
H 0.226 -5.593 0.749
H -1.807 -4.860 -1.930
H -2.383 -3.348 -1.279
*
```

DFT (ωB97M-V/def2-TZVPD) results for 2 unconnected molecules or ions with the total composition C5H10O2.

Values from the calculation:
Kohn-Sham gap: 0.386 Ha
molar mass: 102.13 Da
SMILES: C=CCCC=O.O
HOMO level: -9.6 eV
ΔE to the lowest compared entry with this formula, charge and spin: 295.0 kJ/mol

Geometry as ORCA input:
```
! wB97M-V def2-TZVPD RIJCOSX def2/J DEFGRID3
* xyz 0 1
C -0.805 1.724 0.440
C -0.624 0.443 0.783
C 0.727 -0.044 1.348
C 1.937 0.797 0.912
C 2.097 1.215 -0.525
O 2.698 2.180 -0.907
H -1.880 1.930 0.331
H -0.371 2.599 0.903
H -1.455 -0.227 0.568
H 0.809 -1.105 0.953
H 0.657 0.133 2.424
H 2.912 0.311 1.127
H 2.097 1.659 1.598
H 1.823 0.361 -1.192
O -3.253 -3.851 -2.700
H -4.135 -3.485 -2.814
H -3.233 -4.639 -3.250
*
```

DFT (ωB97M-V/def2-TZVPD) results for a molecular structure, C29H22Co2O11.

Values from the calculation:
Kohn-Sham gap: 0.180 Ha
molar mass: 664.35 Da
HOMO level: -0.9 eV
ΔE to the lowest compared entry with this formula, charge and spin: 153.2 kJ/mol

Geometry as ORCA input:
```
! wB97M-V def2-TZVPD RIJCOSX def2/J DEFGRID3
* xyz -2 1
C 6.697 2.501 -3.724
O 5.810 1.364 -3.767
C 4.507 1.534 -3.404
C 3.684 0.372 -3.338
C 2.393 0.476 -2.843
C 1.886 1.712 -2.411
C 0.552 1.739 -1.676
C 0.612 1.906 -0.205
C 0.942 3.315 0.194
O 1.124 4.248 -0.565
O 0.773 3.626 1.536
C 0.615 2.485 2.379
C 1.934 1.736 2.462
C 0.132 2.893 3.776
O -0.495 1.693 1.860
C -0.616 1.689 0.510
O -1.708 1.685 -0.045
C 2.663 2.855 -2.571
C 3.950 2.801 -3.091
H 7.673 2.105 -4.006
H 6.384 3.274 -4.436
H 6.735 2.927 -2.713
H 4.106 -0.579 -3.669
H 1.764 -0.414 -2.756
H -0.053 2.566 -2.102
H 0.080 0.773 -1.855
H 2.214 1.362 1.466
H 2.739 2.414 2.799
H 1.868 0.908 3.183
H -0.879 3.310 3.712
H 0.087 1.967 4.364
H 0.803 3.616 4.254
H 2.269 3.808 -2.241
H 4.517 3.729 -3.209
O -2.798 -3.894 -1.844
C -3.499 -3.278 -1.162
Co -4.517 -2.249 -0.113
C -5.470 -1.491 -1.412
O -6.124 -1.161 -2.304
C -5.746 -3.448 0.359
O -6.552 -4.220 0.655
C -3.782 -1.883 1.708
C -2.503 -1.375 1.802
C -1.163 -1.543 1.798
C -0.681 -2.913 1.686
C -1.350 -3.976 2.342
C -1.090 -5.318 2.036
C -0.165 -5.637 1.025
C 0.526 -4.599 0.378
C 0.336 -3.271 0.761
Co -3.704 -0.149 1.045
C -3.689 1.076 2.274
O -3.651 1.951 3.031
C -4.243 1.266 0.035
O -4.529 2.155 -0.647
C -2.914 -0.678 -0.502
O -1.985 -0.844 -1.194
H -4.318 -2.361 2.554
H -0.468 -0.729 1.707
H -2.116 -3.734 3.084
H -1.649 -6.125 2.536
H -0.023 -6.676 0.690
H 1.181 -4.813 -0.480
H 0.924 -2.482 0.284
*
```

DFT (ωB97M-V/def2-TZVPD) results for a molecular structure, C6H9NO3.

Values from the calculation:
Kohn-Sham gap: 0.365 Ha
molar mass: 143.14 Da
HOMO level: -9.3 eV
ΔE to the lowest compared entry with this formula, charge and spin: 543.3 kJ/mol

Geometry as ORCA input:
```
! wB97M-V def2-TZVPD RIJCOSX def2/J DEFGRID3
* xyz 0 1
O 0.665 1.339 1.795
C -0.265 0.777 1.267
N -1.839 1.562 1.019
C -2.697 0.456 1.277
C -3.935 -0.031 2.063
C -3.140 -1.329 1.654
C -2.972 -0.698 0.257
C -1.901 -0.533 2.116
O -0.587 -0.511 1.537
H -2.142 2.516 0.876
H -3.977 0.214 3.132
H -4.907 0.099 1.573
H -3.408 -2.361 1.900
H -3.882 -0.594 -0.348
H -2.118 -1.034 -0.343
H -1.815 -0.354 3.197
H -1.079 1.744 -0.554
O 0.069 1.348 -0.811
H 0.639 2.123 -0.780
*
```